A 2-piece molecular cluster, C2H3F2O2S overall in a non-equilibrium geometry, computed with ωB97M-V with the def2-TZVPD basis set.

Geometry (Å):
C: -0.691 1.796 1.161
C: 0.035 -0.335 -0.741
O: 0.451 -2.718 0.488
O: 2.338 -1.472 -0.385
F: -1.209 -0.671 -1.101
F: 0.453 0.354 -1.818
S: 0.957 -1.962 -0.669
H: -0.699 0.959 1.880
H: -1.665 2.042 0.691
H: 0.030 2.006 0.495

Forces on atoms 1 to 3 (eV/Å):
-3.767 -1.233 1.240
-0.485 0.077 -0.076
-0.743 0.000 -0.219

The net charge is -1. The energy above the lowest of the compared OMol25 structures with the same formula, charge and spin comes out at 3.8334 eV. Its HOMO energy (spin up / spin down) is -0.126 / -0.155 Ha. As for the max |F|: 4.15 eV Å⁻¹. The gap between HOMO and LUMO (spin up / spin down) comes out at 6.7 / 7.7 eV.